Molecular formula: C5H12InO6P
Method: DFT, wB97M-V/def2-TZVPD

Structure (ORCA input):
```
! wB97M-V def2-TZVPD RIJCOSX def2/J DEFGRID3
* xyz 2 1
In 2.076 -0.880 -0.468
C 5.772 -2.277 -3.407
C 4.370 -2.195 -2.774
O 4.195 -2.653 -1.598
O 3.456 -1.551 -3.253
H 5.639 -3.027 -4.187
H 6.549 -2.483 -2.670
H 5.912 -1.349 -3.961
C -2.284 -0.857 2.751
O -2.900 -0.088 1.685
P -1.893 0.696 0.653
O -0.562 0.045 0.388
O -2.794 0.936 -0.683
C -4.072 1.521 -0.571
O -1.773 2.219 1.225
C -0.729 2.495 2.169
H -2.277 -0.332 3.707
H -1.305 -1.180 2.395
H -2.730 -1.835 2.937
H -4.750 1.158 -1.344
H -3.980 2.605 -0.637
H -4.624 1.289 0.339
H -0.204 3.424 1.944
H 0.041 1.723 2.186
H -1.132 2.595 3.177
*
```

For the LUMO energy, the calculation gives -14.38 eV. The calculation puts the HOMO energy at -16.4 eV. As for the energy above the lowest of the compared OMol25 structures with the same formula, charge and spin: 61.41 kcal per mole. The calculation puts the gap between HOMO and LUMO at 2.06 eV. For the total energy, the calculation gives -32105.4711 eV.